# 1
This record from the Open Molecules 2025 dataset describes a molecular structure, C26H32AlBrO4. The level of theory is wB97M-V/def2-TZVPD.

As for the LUMO energy: 0.5 eV. The energy relative to the best compared isomer or geometry (same formula, charge and spin) is 63.7 kJ/mol. The HOMO energy is -7.815 eV.

```
! RIJCOSX wB97M-V def2-TZVPD def2/J DEFGRID3
* xyz 0 1
O 0.319 3.182 -0.016
C 1.201 3.618 -1.148
C 0.670 5.049 -1.216
H 1.003 3.142 -2.136
H 2.265 3.467 -0.892
C -0.211 4.556 -0.037
H 0.085 5.260 -2.134
H 1.437 5.804 -0.958
C -1.682 4.609 -0.388
H -1.940 3.915 -1.201
H -1.951 5.637 -0.710
H -2.287 4.355 0.486
C 0.161 5.443 1.126
H 1.216 5.331 1.405
H -0.476 5.298 1.997
H 0.040 6.484 0.807
Al -0.171 -0.498 0.981
C 1.417 -1.113 3.749
C 1.805 -1.803 2.581
C 1.819 -0.869 1.489
H 2.141 -2.839 2.560
C 1.295 0.432 2.011
C 1.134 0.229 3.436
H 0.853 0.997 4.156
H 1.383 -1.552 4.752
H 2.421 -0.938 0.583
H 1.436 1.402 1.540
C -2.149 -0.714 2.291
C -2.267 0.443 3.061
C -2.250 1.565 2.189
H -2.438 0.509 4.143
C -2.147 1.123 0.840
C -2.103 -0.338 0.871
H -2.413 -0.964 0.045
H -2.288 -1.706 2.663
H -2.390 2.598 2.552
H -2.269 1.706 -0.088
O 0.182 -0.273 -1.413
C 0.715 1.023 -1.694
C 1.813 0.839 -2.723
H 1.105 1.416 -0.753
H -0.124 1.629 -2.005
C 1.535 -0.543 -3.352
H 2.699 0.785 -2.097
H 1.991 1.643 -3.470
C 0.803 -1.316 -2.249
H 2.406 -1.048 -3.807
H 0.828 -0.441 -4.192
H 1.489 -1.873 -1.606
H 0.058 -2.066 -2.608
Br -2.546 -3.512 -2.356
C -1.207 -4.666 -1.620
C -0.750 -5.809 -2.298
C -0.219 -6.888 -1.568
C -0.022 -6.741 -0.192
C -0.181 -5.487 0.413
C -0.726 -4.423 -0.306
C -0.732 -3.150 0.478
O -1.282 -3.144 1.598
O -0.066 -2.130 -0.005
H -0.827 -5.859 -3.382
H 0.040 -7.825 -2.070
H 0.255 -7.604 0.420
H 0.094 -5.359 1.469
*
```

***

# 2
This record from the Open Molecules 2025 dataset describes C6H9N3 in the gas phase. The level of theory is wB97M-V/def2-TZVPD.

As for the LUMO energy (alpha / beta): -0.2 / -0.6 eV. The energy relative to the best compared isomer or geometry (same formula, charge and spin) is 557.7 kJ/mol. The HOMO energy (alpha / beta) is -9.302 / -8.978 eV.

```
! RIJCOSX wB97M-V def2-TZVPD def2/J DEFGRID3
* xyz 0 1
C 1.974 1.395 0.745
C 2.924 0.494 0.382
C 0.843 0.557 0.730
C 0.228 -1.581 -0.207
C -1.120 -0.931 -0.765
C -2.462 1.033 0.112
N 2.456 -0.685 0.038
N 1.174 -0.645 0.239
N -1.722 -0.137 0.390
H 1.969 2.400 0.806
H 3.918 0.758 0.180
H 0.064 -2.254 0.700
H 0.530 -2.114 -0.993
H -1.009 -0.465 -1.696
H -1.859 -1.792 -0.928
H -3.179 0.999 -0.681
H -2.968 1.108 1.021
H -1.762 1.858 -0.072
*
```

***

# 3
This record from the Open Molecules 2025 dataset describes 12 unconnected molecules or ions with the total composition C71H147F12N8O9. The level of theory is wB97M-V/def2-TZVPD.

As for the LUMO energy: -5.2 eV. The HOMO energy is -10.874 eV.

```
! RIJCOSX wB97M-V def2-TZVPD def2/J DEFGRID3
* xyz 3 1
C 9.719 23.856 18.555
C 10.452 23.376 17.220
C 11.634 22.418 17.392
O 12.832 23.019 17.859
C 13.570 23.971 17.055
N 9.539 22.834 16.260
H 8.915 22.105 16.651
H 8.886 23.563 15.973
H 10.155 21.496 15.223
H 9.076 24.697 18.252
H 10.473 24.233 19.227
H 9.148 23.042 19.038
H 10.797 24.335 16.795
H 11.883 21.843 16.508
H 11.454 21.700 18.153
H 13.137 24.050 16.055
H 14.608 23.601 16.923
H 13.515 24.945 17.538
C 12.700 15.886 12.548
C 13.839 16.264 11.641
N 15.084 16.377 12.408
C 15.119 16.725 13.773
C 16.438 16.720 14.138
N 17.159 16.398 13.025
C 16.335 16.155 12.017
C 18.659 16.195 12.990
H 11.800 15.656 11.999
H 12.397 16.629 13.271
H 12.929 14.970 13.091
H 13.690 17.224 11.138
H 13.987 15.512 10.902
H 14.249 16.932 14.396
H 16.781 17.013 15.117
H 16.625 15.755 11.068
H 18.902 15.261 13.488
H 19.144 17.048 13.505
H 18.876 16.042 11.912
C 19.508 18.366 21.624
C 18.469 19.217 22.427
C 17.338 19.640 21.512
N 16.155 20.367 22.236
C 15.260 21.019 21.048
C 13.946 21.645 21.543
C 13.094 20.541 22.210
C 13.868 19.955 23.403
C 15.268 19.369 23.018
C 16.709 21.459 23.127
H 19.893 19.023 20.855
H 19.156 17.439 21.155
H 20.390 18.206 22.239
H 18.988 20.087 22.867
H 18.088 18.698 23.356
H 16.947 18.791 20.891
H 17.591 20.474 20.827
H 15.084 20.202 20.367
H 15.837 21.798 20.524
H 13.500 22.105 20.690
H 14.120 22.391 22.297
H 12.752 19.889 21.404
H 12.125 20.893 22.561
H 13.258 19.167 23.865
H 13.886 20.809 24.098
H 15.144 18.538 22.312
H 15.852 19.018 23.890
H 15.845 21.927 23.601
H 17.243 22.128 22.465
H 17.406 21.017 23.807
C 7.462 14.540 20.168
C 9.001 14.788 20.207
C 9.326 16.229 19.911
N 10.809 16.571 19.675
C 11.317 15.839 18.370
C 10.521 16.228 17.111
C 10.621 17.717 16.891
C 10.164 18.515 18.157
C 10.902 18.092 19.460
C 11.742 16.016 20.767
H 6.960 15.196 20.891
H 7.221 13.504 20.386
H 7.124 14.783 19.136
H 9.463 14.084 19.565
H 9.424 14.470 21.202
H 9.006 16.851 20.759
H 8.781 16.607 19.060
H 11.125 14.751 18.520
H 12.376 16.119 18.325
H 9.501 15.904 17.233
H 10.930 15.632 16.292
H 10.083 18.027 15.964
H 11.673 17.993 16.666
H 9.043 18.402 18.230
H 10.452 19.580 17.969
H 10.475 18.429 20.391
H 11.989 18.340 19.436
H 11.550 14.983 20.911
H 11.422 16.528 21.693
H 12.784 16.299 20.569
C 18.006 11.483 13.704
C 17.098 10.923 14.801
C 15.587 10.976 14.463
N 14.699 11.366 15.669
C 13.245 11.504 15.233
C 12.605 10.167 14.826
C 12.812 9.099 15.880
C 14.248 8.997 16.426
C 14.775 10.365 16.848
C 15.086 12.721 16.207
H 17.795 12.563 13.616
H 17.895 10.868 12.788
H 19.036 11.269 13.965
H 17.262 11.474 15.729
H 17.376 9.887 14.900
H 15.265 10.013 14.022
H 15.315 11.778 13.758
H 13.269 12.134 14.343
H 12.745 11.966 16.092
H 13.020 9.815 13.863
H 11.544 10.229 14.592
H 12.483 8.140 15.524
H 12.175 9.474 16.698
H 14.890 8.607 15.626
H 14.319 8.324 17.319
H 15.804 10.247 17.216
H 14.173 10.736 17.649
H 15.874 12.655 16.959
H 14.189 13.164 16.639
H 15.336 13.354 15.352
C 21.892 21.149 11.483
C 21.180 22.036 12.491
C 19.876 21.333 12.863
N 18.991 22.076 13.895
C 17.745 21.120 14.049
C 16.743 21.756 15.005
C 17.422 21.994 16.367
C 18.725 22.868 16.263
C 19.722 22.294 15.200
C 18.595 23.366 13.295
H 22.905 21.510 11.287
H 21.416 21.133 10.483
H 21.966 20.118 11.830
H 20.922 23.026 12.093
H 21.818 22.134 13.324
H 20.077 20.382 13.391
H 19.308 21.099 11.947
H 18.123 20.162 14.356
H 17.384 20.983 13.027
H 15.979 20.940 14.977
H 16.328 22.688 14.568
H 17.526 21.016 16.853
H 16.820 22.497 17.170
H 19.288 22.895 17.209
H 18.498 23.871 16.033
H 20.271 21.419 15.488
H 20.539 23.048 15.076
H 18.094 24.036 14.056
H 17.837 23.171 12.564
H 19.454 23.913 12.889
C 19.728 14.535 20.565
C 18.680 13.903 21.517
C 17.974 14.963 22.331
N 16.937 14.468 23.365
C 17.505 13.569 24.513
C 18.283 14.325 25.675
C 17.387 15.461 26.198
C 16.941 16.401 25.047
C 16.150 15.605 24.007
C 15.859 13.584 22.653
H 20.106 13.793 19.826
H 20.542 14.952 21.197
H 19.255 15.321 20.024
H 19.090 13.059 22.062
H 17.924 13.382 20.936
H 17.527 15.726 21.687
H 18.713 15.449 22.961
H 18.060 12.812 24.005
H 16.549 13.181 24.908
H 19.247 14.631 25.240
H 18.322 13.583 26.532
H 17.924 16.007 26.968
H 16.490 15.064 26.706
H 17.765 16.984 24.662
H 16.235 17.082 25.537
H 15.955 16.262 23.156
H 15.268 15.211 24.538
H 15.179 14.189 22.051
H 15.313 13.014 23.402
H 16.366 12.810 22.028
C 16.695 10.093 22.747
O 17.568 10.922 21.699
O 15.967 9.165 22.166
C 17.822 9.557 23.679
F 17.339 8.723 24.553
F 18.794 8.998 22.974
F 18.355 10.573 24.463
C 17.991 10.068 20.646
C 17.486 10.455 19.251
H 16.372 10.481 19.254
H 17.950 11.369 18.876
H 17.806 9.652 18.577
H 17.807 9.003 20.920
H 19.092 10.287 20.503
H 16.024 11.178 23.454
C 15.161 16.877 19.760
O 14.078 17.872 19.203
O 15.031 16.806 21.032
C 14.998 15.548 18.890
F 14.677 15.749 17.602
F 16.230 14.977 18.960
F 14.127 14.673 19.511
C 14.621 18.694 18.176
C 13.578 19.895 18.051
H 13.237 20.243 19.033
H 13.992 20.804 17.570
H 12.752 19.530 17.477
H 14.659 18.171 17.192
H 15.630 19.028 18.350
H 16.093 17.308 19.380
C 11.473 21.155 13.679
O 11.012 21.021 12.397
O 10.602 20.862 14.698
C 12.803 20.279 13.707
F 13.620 20.456 14.840
F 12.639 18.847 13.647
F 13.596 20.631 12.713
C 9.711 21.449 12.021
C 9.863 22.498 10.884
H 10.386 23.332 11.369
H 10.581 22.189 10.147
H 8.917 22.859 10.521
H 9.135 21.936 12.822
H 9.217 20.518 11.725
H 11.833 22.217 13.932
C 19.197 17.748 16.146
O 18.668 16.372 16.324
O 18.503 18.377 15.253
C 19.161 18.315 17.635
F 17.942 18.801 17.930
F 19.468 17.412 18.554
F 20.066 19.288 17.718
C 19.721 15.370 16.509
C 19.028 14.008 16.740
H 18.333 14.050 17.542
H 18.388 13.763 15.911
H 19.667 13.103 16.937
H 20.319 15.615 17.429
H 20.304 15.312 15.620
H 20.291 17.544 16.038
*
```

***

Max |F| (eV Å⁻¹)
2.7; 4.8; 4.7